{"formula": "C6H8Cl2OSSi", "method": "ωB97M-V/def2-TZVPD", "largest_force_ha_per_bohr": 0.05625, "de_lowest_ev": 2.667, "gap_ev": [7.56, 7.31], "symbols": ["C", "C", "C", "C", "C", "C", "O", "Si", "S", "Cl", "Cl", "H", "H", "H", "H", "H", "H", "H", "H"], "coordinates": [[-3.1588, 1.6642, -1.4174], [-1.7698, 1.6920, -1.7317], [-3.4054, 1.1768, -0.1773], [-1.0185, 1.2481, -0.7045], [1.0776, -2.2455, 1.5160], [2.2768, -1.3328, 1.3343], [2.3750, -0.9344, -0.0130], [2.0468, 0.4470, -0.7504], [-1.9453, 0.7465, 0.6441], [2.8821, 2.0162, 0.1835], [2.5177, 0.1725, -2.6547], [-3.9260, 1.9903, -2.0976], [-1.3755, 2.0376, -2.6699], [-4.3433, 1.0440, 0.3257], [1.1321, -3.0637, 0.8017], [1.0711, -2.6515, 2.5218], [0.1591, -1.6933, 1.3417], [3.2062, -1.8621, 1.5680], [2.1980, -0.4518, 1.9799]], "forces_ev_per_angstrom": [[-0.08, -0.03, 0.09], [0.07, 0.11, -0.13], [0.05, -0.17, 0.39], [2.68, -1.00, 0.41], [0.28, 0.20, -0.16], [-0.15, -0.29, 0.79], [-0.06, 0.17, -0.76], [-2.43, 0.31, 0.61], [-0.04, 0.22, -0.53], [0.16, 0.29, 0.03], [0.14, 0.14, -0.70], [-0.17, 0.06, -0.07], [0.08, 0.03, -0.19], [-0.26, 0.04, 0.00], [-0.01, -0.09, -0.01], [-0.06, -0.06, 0.17], [-0.18, 0.03, 0.01], [-0.11, 0.13, 0.02], [0.08, -0.09, 0.02]]}